Here is C37H37F5P2Pb as an isolated structure in a non-equilibrium geometry from the OMol25 dataset. Energies are from ωB97M-V with the def2-TZVPD basis set.

The geometry in XYZ format:
```
82
Properties=species:S:1:pos:R:3:lowdin_charge:R:1
Pb 0.1971 1.4852 0.9600 1.418
C -1.8146 1.0709 -3.0616 -0.094
C -1.7713 -0.2438 -2.7841 -0.121
C -1.0917 -1.2563 -3.6760 -0.172
C 0.3263 -0.8636 -4.1711 -0.168
C 1.1676 0.0033 -3.2944 -0.136
C 1.0963 1.3351 -3.2963 -0.104
C 0.2031 2.1027 -4.2380 -0.164
C -1.2528 1.6110 -4.3337 -0.174
C 1.2624 0.3603 2.9291 -0.283
H -2.4313 1.7519 -2.4760 0.095
H -2.3860 -0.6832 -1.9965 0.073
H -1.7155 -1.4180 -4.5800 0.134
H -1.0451 -2.2338 -3.1482 0.093
H 0.8732 -1.8057 -4.2937 0.118
H 0.2530 -0.3701 -5.1625 0.121
H 2.0166 -0.5122 -2.8382 0.082
H 1.8606 1.9428 -2.8261 0.052
H 0.6573 2.0318 -5.2494 0.135
H 0.1920 3.1720 -3.9605 0.115
H -1.8646 2.4667 -4.6523 0.125
H -1.3370 0.8108 -5.0855 0.107
H 1.0747 0.8897 3.8867 0.025
H 2.3507 0.1183 2.9310 0.001
H 0.6827 -0.5858 2.9939 0.008
P -1.4868 -0.9333 0.6979 1.010
P 2.2544 -0.1942 0.7957 0.942
C -0.1348 -1.3422 -0.4624 -0.277
C 1.2216 -1.0016 -0.4402 -0.296
C -2.4701 -2.4462 0.9198 -0.383
C -2.7911 -3.2721 -0.1733 -0.086
C -3.5498 -4.4250 0.0187 -0.049
C -3.9782 -4.7671 1.3092 -0.039
C -3.6754 -3.9428 2.4047 -0.048
C -2.9245 -2.7860 2.2114 -0.082
C -2.6752 0.4307 0.1194 -0.383
C -2.2914 1.7788 -0.1697 -0.335
C -3.1837 2.8412 -0.0667 -0.078
C -4.5489 2.5647 0.0238 -0.043
C -4.9886 1.2322 0.1207 -0.038
C -4.0704 0.1873 0.1756 -0.072
C 3.6748 -1.2198 1.1369 -0.346
C 3.4281 -2.5052 1.6402 -0.078
C 4.4947 -3.3233 1.9709 -0.044
C 5.8075 -2.8719 1.7831 -0.020
C 6.0514 -1.5864 1.2727 -0.037
C 4.9881 -0.7466 0.9495 -0.052
C 2.8595 1.5354 0.4586 -0.466
C 2.8986 2.5575 1.4524 -0.151
C 3.1250 3.8857 1.0780 -0.040
C 3.3342 4.2032 -0.2689 -0.019
C 3.3233 3.1965 -1.2481 -0.043
C 3.1698 1.8666 -0.8721 -0.108
H -0.3898 -2.1286 -1.1931 0.068
H 1.8570 -1.4461 -1.2272 0.082
H -2.4625 -2.9986 -1.1758 0.094
H -3.8115 -5.0543 -0.8342 0.120
H -4.5449 -5.6824 1.4629 0.119
H -4.0314 -4.2080 3.4011 0.120
H -2.6827 -2.1225 3.0448 0.092
H -1.3330 2.0431 -0.7130 0.018
H -2.7884 3.8693 -0.1447 0.130
H -5.2702 3.3877 -0.0308 0.123
H -6.0706 1.0230 0.1641 0.129
H -4.4403 -0.8394 0.3001 0.116
H 2.3922 -2.8397 1.7503 0.117
H 4.2891 -4.3146 2.3665 0.122
H 6.6439 -3.5133 2.0406 0.123
H 7.0691 -1.2400 1.1229 0.121
H 5.1607 0.2482 0.5397 0.110
H 2.7488 2.2899 2.5020 0.102
H 3.1399 4.6756 1.8361 0.131
H 3.5327 5.2294 -0.5696 0.127
H 3.4396 3.4563 -2.3038 0.129
H 3.2294 1.0506 -1.6059 0.114
F -2.7826 1.1461 3.4557 0.121
C -1.5503 0.9362 3.9764 -0.194
F -1.4090 -0.4142 4.1575 0.079
C -1.3473 1.6719 5.2704 -0.532
F -1.4331 3.0143 5.0653 0.157
F -2.3632 1.2989 6.0951 0.174
F -0.1570 1.3650 5.8324 0.161
```

Output
Molar mass (g mol⁻¹): 845.84
ΔE to the lowest compared entry with this formula, charge and spin (eV): 2.364
Energy (eV): -76358.44964
Charge: +2
HOMO energy (alpha / beta) (eV): -13.4 / -13.8
Multiplicity: 1